1.
{
  "formula": "C4H8N2P",
  "method": "the ωB97M-V functional and the def2-TZVPD basis",
  "multiplicity": 1,
  "orbital_gap_ev": 10.506,
  "total_energy_ha": -607.82081,
  "homo_energy_ev": -13.9,
  "charge": 1,
  "elements": ["C", "C", "C", "N", "C", "P", "N", "H", "H", "H", "H", "H", "H", "H", "H"],
  "positions_angstrom": [[-0.2623, 1.8980, 1.6125], [-0.1468, 0.8620, 0.5153], [0.4130, 0.9649, -0.6960], [0.4338, -0.2672, -1.2353], [-0.0948, -1.1847, -0.4361], [-0.2614, -2.9862, -0.8400], [-0.4686, -0.5239, 0.6774], [0.5276, 2.6456, 1.4939], [-1.2471, 2.2194, 1.6008], [-0.1336, 1.3719, 2.4797], [1.0091, 1.7281, -1.1314], [0.9611, -0.5096, -2.0722], [1.0769, -2.8232, -1.4866], [-0.9724, -2.4871, -2.0733], [-0.8345, -0.9081, 1.5913]]
}

---

2.
{
  "formula": "C3H7N3O",
  "method": "the ωB97M-V functional and the def2-TZVPD basis",
  "multiplicity": 1,
  "orbital_gap_ev": 9.209,
  "total_energy_ha": -357.93206,
  "homo_energy_ev": -8.4,
  "elements": ["C", "C", "O", "N", "N", "C", "N", "H", "H", "H", "H", "H", "H", "H"],
  "positions_angstrom": [[-1.0411, 0.4866, -1.0149], [-0.4633, -0.0703, 0.2689], [-1.0727, 0.4299, 1.4081], [-0.2489, -1.7975, 0.4798], [1.1207, -1.4858, 0.5810], [1.0166, -0.2104, 0.3600], [1.9749, 0.7296, 0.1329], [-1.0043, 1.5778, -0.9997], [-0.4817, 0.1278, -1.8765], [-2.0846, 0.1818, -1.1118], [-1.9637, 0.0674, 1.4720], [-0.4589, -2.1091, -0.4684], [2.9228, 0.4174, 0.2803], [1.7841, 1.6547, 0.4882]]
}

---

3.
{
  "formula": "C16H17N",
  "method": "the ωB97M-V functional and the def2-TZVPD basis",
  "multiplicity": 1,
  "orbital_gap_ev": 8.594,
  "total_energy_ha": -674.51266,
  "homo_energy_ev": -7.7,
  "elements": ["C", "C", "C", "N", "C", "C", "C", "C", "C", "C", "H", "H", "H", "H", "H", "H", "H", "H", "H", "C", "C", "C", "C", "C", "C", "C", "H", "H", "H", "H", "H", "H", "H", "H"],
  "positions_angstrom": [[-1.7871, -0.1762, 2.8037], [-0.4421, 0.0241, 2.3813], [0.3044, 1.1286, 2.4274], [1.5575, 0.9314, 1.8273], [1.6092, -0.4622, 1.5042], [2.4999, -1.1305, 0.6436], [2.0895, -2.3209, 0.1658], [0.8224, -2.8219, 0.1127], [-0.1321, -2.1548, 0.9366], [0.2472, -1.0206, 1.7053], [-2.0064, -1.3066, 2.7053], [-2.3609, 0.4559, 2.0578], [-1.9242, 0.3639, 3.7839], [-0.0611, 2.1920, 2.6248], [2.3429, 1.5021, 2.2159], [3.4575, -0.6136, 0.2543], [2.8757, -2.7102, -0.5567], [0.5420, -3.9284, -0.2134], [-1.1718, -2.5256, 0.7643], [0.4710, 3.0718, -1.8073], [-0.3610, 1.7826, -1.8819], [-1.5487, 1.6270, -1.1178], [-2.4369, 0.5286, -1.5356], [-2.0634, -0.3706, -2.4568], [-0.7329, -0.2731, -2.9504], [0.1978, 0.6820, -2.6013], [1.4422, 2.6286, -2.1609], [0.9235, 3.5477, -0.9015], [-0.0745, 3.8611, -2.3726], [-2.0035, 2.5160, -0.5396], [-3.3452, 0.4080, -0.9194], [-2.7076, -1.0460, -2.8505], [-0.4332, -1.0092, -3.7913], [1.1788, 0.4617, -2.8686]]
}

---

Question: Look up the multiplicity of the third one.
Answer: 1

---

Question: What is the formula in the first record?
Answer: C4H8N2P

---

Question: Look up the multiplicity of the first one.
Answer: 1